(1)
Entry from the OMol25 dataset: the molecule C20H23N3O3S (the ωB97M-V functional and the def2-TZVPD basis).

The geometry in XYZ format:
```
50
C20H23N3O3S (the ωB97M-V functional and the def2-TZVPD basis)
O 5.37 0.37 2.38
C 4.90 -0.65 1.94
C 4.31 -0.86 0.55
C 3.56 -2.20 0.64
C 2.09 -2.01 0.91
C 1.15 -2.72 0.17
C -0.21 -2.58 0.42
C -0.62 -1.74 1.43
S -2.37 -1.51 1.73
O -2.56 -1.05 3.08
O -3.07 -2.67 1.28
N -2.81 -0.25 0.73
C -2.82 -0.53 -0.69
C -3.65 0.55 -1.40
N -3.10 1.87 -1.12
C -2.11 2.39 -1.95
C -2.27 2.33 -3.34
C -1.34 2.89 -4.19
C -0.23 3.54 -3.68
C -0.06 3.62 -2.31
C -0.98 3.05 -1.45
C -3.08 2.11 0.31
C -2.26 1.04 1.05
C 0.30 -1.02 2.18
C 1.65 -1.16 1.92
C 4.24 -2.91 1.83
N 4.82 -1.83 2.59
H 3.66 -0.03 0.27
H 5.13 -0.91 -0.16
H 3.68 -2.78 -0.27
H 1.48 -3.39 -0.62
H -0.95 -3.14 -0.13
H -3.26 -1.52 -0.82
H -1.79 -0.53 -1.10
H -3.65 0.36 -2.47
H -4.67 0.52 -1.02
H -3.15 1.86 -3.76
H -1.50 2.83 -5.25
H 0.50 3.98 -4.35
H 0.80 4.12 -1.90
H -0.81 3.13 -0.39
H -2.70 3.11 0.51
H -4.12 2.05 0.66
H -2.35 1.17 2.13
H -1.20 1.11 0.76
H -0.06 -0.38 2.97
H 2.36 -0.60 2.50
H 3.52 -3.47 2.44
H 5.02 -3.60 1.48
H 5.20 -1.96 3.51
```

As for the molar mass: 385.49 g/mol. The calculation puts the orbital gap at 8.40 eV. For the energy above the lowest of the compared OMol25 structures with the same formula, charge and spin, the calculation gives 1.830 eV. The SMILES is O=C1C[C@H](c2ccc(S(=O)(=O)N3CCN(c4ccccc4)CC3)cc2)CN1. Its total charge is 0. For the highest occupied orbital energy, the calculation gives -0.2908 Ha.

And the Löwdin charges, in e, turn out to be: O 0.07; C -0.52; C -0.04; C -0.23; C -0.19; C -0.01; C -0.05; C -0.27; S 0.66; O -0.28; O -0.28; N -0.24; C -0.17; C -0.13; N -0.10; C -0.23; C -0.03; C -0.09; C -0.11; C -0.09; C -0.03; C -0.14; C -0.18; C -0.04; C 0.00; C -0.13; N 0.08; H 0.13; H 0.13; H 0.14; H 0.12; H 0.12; H 0.12; H 0.13; H 0.11; H 0.13; H 0.10; H 0.10; H 0.10; H 0.10; H 0.10; H 0.12; H 0.13; H 0.12; H 0.12; H 0.12; H 0.12; H 0.13; H 0.12; H 0.15

=====

(2)
Entry from the OMol25 dataset: the molecule C20H23N3O3S2 (the ωB97M-V functional and the def2-TZVPD basis).

The geometry in XYZ format:
```
51
C20H23N3O3S2 (the ωB97M-V functional and the def2-TZVPD basis)
C -8.08 -0.34 1.22
C -7.33 -0.80 -0.14
C -5.95 -0.38 -0.33
S -4.95 -0.95 1.03
C -3.41 -0.03 0.81
C -2.50 -0.02 1.67
C -1.43 0.88 1.39
C -1.11 1.32 0.20
S 0.46 1.90 -0.12
O 0.68 3.27 0.50
O 0.59 2.08 -1.51
N 1.53 0.85 0.38
C 2.69 1.52 1.14
C 3.76 1.71 0.04
N 4.07 0.60 -1.09
C 5.14 -0.42 -0.40
C 4.90 -2.02 -0.36
C 5.95 -2.51 0.00
C 7.06 -2.19 0.53
C 7.36 -0.82 0.46
C 6.32 0.17 -0.06
C 2.87 -0.07 -1.59
C 1.77 -0.28 -0.32
C -1.89 0.80 -0.85
C -3.19 0.24 -0.65
N -4.02 -0.11 -1.72
C -5.37 -0.55 -1.47
O -6.01 -1.00 -2.32
H -8.05 0.74 1.18
H -7.45 -0.60 2.00
H -9.10 -0.70 1.09
H -7.89 -0.33 -1.11
H -7.46 -1.79 -0.12
H -5.85 0.73 0.05
H -2.84 -0.15 2.92
H -0.57 0.86 2.31
H 2.53 2.48 1.53
H 3.11 0.79 1.66
H 4.65 2.02 0.31
H 3.36 2.25 -0.82
H 3.99 -2.08 -0.60
H 5.72 -3.80 0.06
H 7.92 -2.94 0.71
H 8.31 -0.32 0.69
H 6.47 1.09 -0.19
H 3.04 -0.96 -1.72
H 2.32 0.76 -1.86
H 0.71 -0.46 -0.69
H 2.17 -1.21 0.50
H -1.51 1.05 -1.86
H -3.51 -0.27 -2.48
```

As for the molar mass: 417.56 g/mol. The calculation puts the orbital gap at 8.11 eV. For the energy above the lowest of the compared OMol25 structures with the same formula, charge and spin, the calculation gives 17.601 eV. The SMILES is CC[C@H]1Sc2ccc(S(=O)(=O)N3CCN(c4ccccc4)CC3)cc2NC1=O. Its total charge is 0. For the highest occupied orbital energy, the calculation gives -0.2977 Ha.

And the Löwdin charges, in e, turn out to be: C -0.06; C -0.22; C -0.62; S 1.07; C -0.46; C -0.15; C -0.10; C -0.35; S 0.65; O -0.30; O -0.27; N -0.30; C -0.06; C -0.07; N -0.04; C -0.05; C 0.00; C -0.29; C -0.14; C 0.01; C -0.01; C -0.08; C -0.17; C 0.02; C -0.16; N 0.18; C -0.59; O 0.18; H 0.06; H 0.01; H 0.08; H 0.18; H 0.06; H 0.18; H 0.21; H 0.19; H 0.10; H 0.07; H 0.04; H 0.12; H 0.01; H 0.19; H 0.14; H 0.10; H 0.02; H 0.01; H 0.07; H 0.13; H 0.19; H 0.13; H 0.10

=====

(3)
Entry from the OMol25 dataset: the molecule C20H23N3O4 (the ωB97M-V functional and the def2-TZVPD basis).

The geometry in XYZ format:
```
50
C20H23N3O4 (the ωB97M-V functional and the def2-TZVPD basis)
C -8.66 1.16 -0.16
C -7.67 0.04 -0.46
C -6.27 0.40 0.04
O -6.00 1.44 0.59
N -5.37 -0.60 -0.21
C -4.01 -0.66 0.09
C -3.34 0.37 0.75
C -1.99 0.24 1.02
C -1.28 -0.89 0.63
C 0.16 -0.95 0.96
O 0.69 -0.29 1.84
N 0.90 -1.84 0.23
N 2.27 -1.88 0.44
C 3.10 -2.40 -0.48
O 2.70 -2.96 -1.49
C 4.57 -2.26 -0.11
O 4.84 -1.18 0.74
C 4.66 0.10 0.26
C 4.23 0.39 -1.03
C 4.06 1.70 -1.44
C 3.61 2.00 -2.84
C 4.34 2.73 -0.55
C 4.76 2.43 0.74
C 4.93 1.13 1.16
C 5.36 0.80 2.56
C -1.96 -1.92 -0.02
C -3.31 -1.80 -0.28
H -8.71 1.34 0.91
H -9.65 0.89 -0.52
H -8.34 2.08 -0.64
H -7.61 -0.14 -1.53
H -7.98 -0.88 0.03
H -5.73 -1.42 -0.68
H -3.87 1.26 1.05
H -1.46 1.03 1.53
H 0.62 -2.25 -0.65
H 2.57 -1.30 1.22
H 5.17 -2.22 -1.03
H 4.87 -3.16 0.45
H 4.00 -0.40 -1.73
H 4.48 2.20 -3.47
H 3.07 1.16 -3.26
H 2.97 2.88 -2.86
H 4.21 3.75 -0.85
H 4.97 3.24 1.43
H 4.53 0.37 3.12
H 6.16 0.06 2.54
H 5.71 1.69 3.07
H -1.45 -2.83 -0.30
H -3.83 -2.61 -0.78
```

As for the molar mass: 369.42 g/mol. The calculation puts the orbital gap at 8.93 eV. For the energy above the lowest of the compared OMol25 structures with the same formula, charge and spin, the calculation gives 2.378 eV. The SMILES is CCC(=O)Nc1ccc(C(=O)NNC(=O)COc2cc(C)ccc2C)cc1. Its total charge is 0. For the highest occupied orbital energy, the calculation gives -0.3089 Ha.

And the Löwdin charges, in e, turn out to be: C -0.10; C -0.17; C -0.46; O 0.09; N 0.12; C -0.21; C 0.01; C 0.00; C -0.14; C -0.43; O 0.07; N 0.11; N 0.11; C -0.48; O 0.06; C -0.10; O -0.05; C -0.22; C 0.03; C -0.27; C -0.05; C -0.05; C -0.04; C -0.21; C -0.03; C -0.03; C -0.02; H 0.08; H 0.07; H 0.08; H 0.12; H 0.12; H 0.14; H 0.10; H 0.12; H 0.14; H 0.15; H 0.14; H 0.14; H 0.11; H 0.08; H 0.08; H 0.08; H 0.11; H 0.11; H 0.09; H 0.08; H 0.08; H 0.11; H 0.11

=====

(4)
Entry from the OMol25 dataset: a structure of composition C20H23N4O9P2V (the ωB97M-V functional and the def2-TZVPD basis).

The geometry in XYZ format:
```
59
C20H23N4O9P2V (the ωB97M-V functional and the def2-TZVPD basis)
V -0.03 -0.24 0.71
C -0.26 -2.91 -0.80
N 0.64 -1.94 -1.42
C 0.45 -1.84 -2.86
C -0.26 -0.58 -3.27
C 0.29 0.29 -4.21
C -0.43 1.41 -4.59
C -1.68 1.64 -4.01
C -2.13 0.72 -3.08
N -1.46 -0.37 -2.73
C 2.04 -2.05 -1.05
C 2.34 -1.76 0.40
C 3.65 -1.57 0.80
C 3.96 -1.41 2.15
C 2.91 -1.49 3.07
C 1.63 -1.69 2.60
N 1.31 -1.76 1.29
C -1.60 -2.27 -0.54
C -2.77 -2.84 -0.99
C -3.99 -2.20 -0.74
C -3.95 -0.99 -0.06
C -2.75 -0.49 0.37
N -1.57 -1.11 0.15
H -0.39 -3.81 -1.43
H 0.17 -3.21 0.17
H 1.41 -1.89 -3.38
H -0.16 -2.69 -3.21
H 1.26 0.09 -4.64
H -0.04 2.09 -5.34
H -2.27 2.50 -4.29
H -3.10 0.85 -2.60
H 2.45 -3.05 -1.30
H 2.58 -1.30 -1.64
H 4.43 -1.59 0.06
H 4.98 -1.24 2.47
H 3.08 -1.41 4.13
H 0.79 -1.80 3.28
H -2.75 -3.77 -1.53
H -4.92 -2.64 -1.07
H -4.86 -0.44 0.14
H -2.70 0.44 0.92
O -1.60 3.93 0.92
P -0.48 3.29 1.82
O -0.04 4.13 2.92
O -1.18 1.91 2.22
O 0.69 2.90 0.80
P 0.36 2.01 -0.54
O 0.86 3.09 -1.65
O 1.26 0.83 -0.58
O -1.12 1.86 -0.67
H -1.73 3.28 0.19
H 0.22 3.11 -2.36
C 0.84 1.42 4.26
O 0.92 1.19 2.86
C -0.29 0.81 2.29
O -0.80 -0.31 2.56
H 1.70 2.02 4.53
H 0.85 0.46 4.80
H -0.08 1.97 4.49
```

As for the molar mass: 576.32 g/mol. The calculation puts the orbital gap (spin up / spin down) at 3.87 / 6.67 eV. The spin multiplicity is 4. For the energy above the lowest of the compared OMol25 structures with the same formula, charge and spin, the calculation gives 4.043 eV. Its total charge is -1. For the highest occupied orbital energy (spin up / spin down), the calculation gives -0.0479 / -0.1511 Ha.

And the Löwdin charges, in e, turn out to be: V 0.85; C -0.13; N -0.16; C -0.12; C -0.25; C -0.02; C -0.08; C -0.08; C -0.15; N 0.15; C -0.16; C -0.31; C -0.08; C -0.14; C -0.12; C -0.18; N -0.05; C -0.23; C -0.03; C -0.06; C -0.06; C -0.09; N -0.01; H 0.12; H 0.12; H 0.12; H 0.13; H 0.11; H 0.10; H 0.10; H 0.11; H 0.13; H 0.12; H 0.10; H 0.07; H 0.09; H 0.10; H 0.11; H 0.10; H 0.10; H 0.12; O -0.11; P 0.35; O -0.23; O -0.10; O -0.21; P 0.24; O -0.10; O -0.25; O -0.27; H 0.04; H 0.04; C -0.07; O -0.12; C -0.85; O -0.07; H 0.09; H 0.08; H 0.09

=====

Copy entry 3 word for word.
Entry from the OMol25 dataset: the molecule C20H23N3O4 (the ωB97M-V functional and the def2-TZVPD basis).

The geometry in XYZ format:
```
50
C20H23N3O4 (the ωB97M-V functional and the def2-TZVPD basis)
C -8.66 1.16 -0.16
C -7.67 0.04 -0.46
C -6.27 0.40 0.04
O -6.00 1.44 0.59
N -5.37 -0.60 -0.21
C -4.01 -0.66 0.09
C -3.34 0.37 0.75
C -1.99 0.24 1.02
C -1.28 -0.89 0.63
C 0.16 -0.95 0.96
O 0.69 -0.29 1.84
N 0.90 -1.84 0.23
N 2.27 -1.88 0.44
C 3.10 -2.40 -0.48
O 2.70 -2.96 -1.49
C 4.57 -2.26 -0.11
O 4.84 -1.18 0.74
C 4.66 0.10 0.26
C 4.23 0.39 -1.03
C 4.06 1.70 -1.44
C 3.61 2.00 -2.84
C 4.34 2.73 -0.55
C 4.76 2.43 0.74
C 4.93 1.13 1.16
C 5.36 0.80 2.56
C -1.96 -1.92 -0.02
C -3.31 -1.80 -0.28
H -8.71 1.34 0.91
H -9.65 0.89 -0.52
H -8.34 2.08 -0.64
H -7.61 -0.14 -1.53
H -7.98 -0.88 0.03
H -5.73 -1.42 -0.68
H -3.87 1.26 1.05
H -1.46 1.03 1.53
H 0.62 -2.25 -0.65
H 2.57 -1.30 1.22
H 5.17 -2.22 -1.03
H 4.87 -3.16 0.45
H 4.00 -0.40 -1.73
H 4.48 2.20 -3.47
H 3.07 1.16 -3.26
H 2.97 2.88 -2.86
H 4.21 3.75 -0.85
H 4.97 3.24 1.43
H 4.53 0.37 3.12
H 6.16 0.06 2.54
H 5.71 1.69 3.07
H -1.45 -2.83 -0.30
H -3.83 -2.61 -0.78
```

As for the molar mass: 369.42 g/mol. The calculation puts the orbital gap at 8.93 eV. For the energy above the lowest of the compared OMol25 structures with the same formula, charge and spin, the calculation gives 2.378 eV. The SMILES is CCC(=O)Nc1ccc(C(=O)NNC(=O)COc2cc(C)ccc2C)cc1. Its total charge is 0. For the highest occupied orbital energy, the calculation gives -0.3089 Ha.

And the Löwdin charges, in e, turn out to be: C -0.10; C -0.17; C -0.46; O 0.09; N 0.12; C -0.21; C 0.01; C 0.00; C -0.14; C -0.43; O 0.07; N 0.11; N 0.11; C -0.48; O 0.06; C -0.10; O -0.05; C -0.22; C 0.03; C -0.27; C -0.05; C -0.05; C -0.04; C -0.21; C -0.03; C -0.03; C -0.02; H 0.08; H 0.07; H 0.08; H 0.12; H 0.12; H 0.14; H 0.10; H 0.12; H 0.14; H 0.15; H 0.14; H 0.14; H 0.11; H 0.08; H 0.08; H 0.08; H 0.11; H 0.11; H 0.09; H 0.08; H 0.08; H 0.11; H 0.11

=====

> total charge of number 2 (C20H23N3O3S2)?

0